Record 1
70
Properties=species:S:1:pos:R:3:forces:R:3 method="wB97M-V/def2-TZVPD" total_charge=0 mol_weight_g_mol=625.51 e_above_lowest_kj_mol=0.00 orbital_gap_ev=8.14
Sc 0.274 1.568 0.830 -0.3 -0.3 -0.4
O 2.618 -0.350 2.897 0.1 0.0 0.1
C 1.432 -0.491 2.709 -0.5 0.4 -0.3
O 0.595 0.496 2.437 0.6 -0.4 0.7
C 0.783 -1.846 2.750 0.0 -0.1 -0.1
C 1.223 -2.733 3.727 -0.1 -0.1 0.0
C 0.655 -3.991 3.834 0.0 0.0 0.0
C -0.343 -4.378 2.947 0.0 0.0 0.0
C -0.761 -3.507 1.953 0.0 -0.1 0.0
C -0.208 -2.233 1.840 0.0 0.0 0.0
P -0.738 -1.132 0.470 -0.3 -0.1 0.0
C -2.563 -1.196 0.624 0.0 0.0 0.0
C -3.140 -0.330 1.555 0.0 0.0 0.0
C -4.509 -0.328 1.770 0.0 0.0 0.0
C -5.328 -1.185 1.046 0.0 0.0 0.0
C -4.768 -2.049 0.117 0.1 0.0 0.0
C -3.393 -2.056 -0.090 0.0 -0.1 0.0
C -0.332 -2.080 -1.034 0.1 0.0 -0.1
C 0.789 -2.910 -1.050 0.0 0.0 0.0
C 1.244 -3.468 -2.238 0.0 0.0 0.1
C 0.586 -3.205 -3.429 0.0 0.0 0.0
C -0.533 -2.381 -3.428 0.0 0.0 0.0
C -0.984 -1.818 -2.243 0.0 0.1 0.0
H 2.013 -2.414 4.395 0.0 0.0 0.0
H 0.990 -4.670 4.609 0.0 0.0 0.0
H -0.791 -5.361 3.027 0.0 0.0 0.0
H -1.527 -3.821 1.253 0.0 0.0 0.0
H -2.519 0.348 2.126 0.1 0.0 0.0
H -4.938 0.351 2.496 0.0 0.0 0.0
H -6.399 -1.174 1.203 0.0 0.0 0.0
H -5.400 -2.720 -0.450 0.0 0.0 0.0
H -2.971 -2.743 -0.812 0.0 0.0 0.0
H 1.319 -3.118 -0.129 0.0 0.0 0.0
H 2.119 -4.107 -2.229 0.0 0.0 0.0
H 0.943 -3.638 -4.356 0.0 0.0 0.0
H -1.054 -2.169 -4.355 0.0 0.0 0.0
H -1.850 -1.165 -2.269 0.0 0.0 0.0
C 0.453 5.739 2.059 -0.1 0.1 0.1
C 0.980 4.325 2.078 -0.2 -0.2 0.0
C 1.818 4.016 3.301 0.0 0.0 0.2
O -0.147 3.379 2.090 0.1 0.1 0.0
C 1.827 4.038 0.831 -0.1 -0.8 -0.3
O 2.526 4.891 0.353 0.2 0.1 -0.1
O 1.728 2.789 0.397 0.6 1.0 0.2
H -0.110 5.943 2.972 0.0 0.0 0.0
H -0.184 5.917 1.188 0.0 0.0 0.0
H 1.290 6.429 1.990 0.0 0.0 0.0
H 1.256 4.251 4.205 0.0 0.0 0.0
H 2.728 4.617 3.275 0.0 0.0 0.0
H 2.099 2.963 3.326 0.0 0.0 0.0
H -0.952 3.828 1.790 0.1 -0.1 -0.1
O -2.870 2.175 -1.717 -0.2 0.1 -0.1
C -1.786 1.991 -1.224 0.3 0.1 0.7
O -1.466 2.134 0.044 -0.7 0.1 -0.7
C -0.621 1.542 -2.091 -0.1 0.0 -0.1
C -0.732 1.568 -3.493 -0.1 0.0 0.0
C 0.326 1.131 -4.227 0.1 -0.1 -0.1
C 1.493 0.654 -3.582 0.1 0.0 -0.3
C 2.621 0.158 -4.288 -0.2 0.1 0.0
C 3.709 -0.300 -3.612 0.1 0.0 0.2
C 3.731 -0.279 -2.194 0.2 -0.1 -0.2
C 2.668 0.197 -1.492 -0.2 0.1 0.0
C 1.524 0.671 -2.180 -0.1 0.0 0.4
N 0.449 1.121 -1.465 0.2 0.1 0.2
H -1.652 1.929 -3.930 0.0 0.0 0.0
H 0.287 1.136 -5.311 0.0 0.0 0.0
H 2.597 0.145 -5.372 0.0 0.0 0.0
H 4.567 -0.679 -4.153 0.0 0.0 0.0
H 4.604 -0.639 -1.664 0.0 0.0 0.0
H 2.704 0.222 -0.410 -0.1 0.0 0.0

=====

Record 2
77
Properties=species:S:1:pos:R:3:forces:R:3 method="wB97M-V/def2-TZVPD" total_charge=-2 mol_weight_g_mol=780.48 orbital_gap_ev=6.28
Ag -0.093 -0.883 -1.564 -0.1 0.0 0.1
O 3.320 1.432 -3.471 0.0 0.0 0.0
C 2.222 0.939 -3.155 0.0 -0.1 0.0
O 1.994 -0.020 -2.381 0.1 0.0 0.0
C 0.992 1.597 -3.802 0.0 0.0 0.0
C 1.146 2.334 -4.974 0.0 0.0 0.0
C 0.027 2.890 -5.566 0.0 0.0 0.0
C -1.209 2.710 -4.961 0.0 0.0 0.0
C -1.268 1.982 -3.784 0.0 0.0 0.1
N -0.194 1.435 -3.216 0.1 0.0 0.0
H 2.142 2.443 -5.381 0.0 0.0 0.0
H 0.112 3.451 -6.490 0.0 0.0 0.0
H -2.115 3.112 -5.397 0.0 0.0 0.0
H -2.213 1.792 -3.290 0.0 0.0 0.0
C -1.892 -0.368 2.661 -0.1 -0.1 -0.1
N -0.643 -0.326 1.906 0.1 -0.1 0.2
P -0.550 0.540 0.420 0.1 0.2 -0.3
C 0.547 1.947 0.832 0.0 -0.1 0.0
C 0.647 2.486 2.112 0.0 0.0 0.0
C 1.550 3.504 2.377 0.0 0.0 0.0
C 2.374 3.983 1.362 0.0 0.0 0.0
C 2.288 3.441 0.088 0.0 0.0 0.0
C 1.378 2.425 -0.175 -0.1 0.0 0.0
C -2.183 1.357 0.273 0.0 -0.1 0.0
C -3.155 0.645 -0.423 0.0 0.0 0.0
C -4.422 1.181 -0.620 0.0 -0.1 0.0
C -4.727 2.435 -0.117 0.1 0.0 0.1
C -3.757 3.160 0.572 -0.1 0.0 0.0
C -2.491 2.628 0.760 0.1 0.0 0.0
P 0.176 -1.889 1.686 -0.1 0.2 0.2
C 0.390 -2.376 3.466 0.1 0.0 0.0
C 0.478 -1.518 4.562 0.0 0.1 0.0
C 0.676 -2.013 5.842 0.0 -0.1 0.0
C 0.800 -3.383 6.049 0.0 0.0 0.0
C 0.716 -4.249 4.969 0.0 0.0 0.1
C 0.503 -3.746 3.692 0.0 0.0 -0.1
C 1.883 -1.260 1.367 0.0 -0.1 0.1
C 2.480 -0.240 2.114 -0.2 -0.1 0.0
C 3.738 0.227 1.787 0.1 0.0 0.0
C 4.415 -0.317 0.699 0.0 0.0 0.0
C 3.839 -1.333 -0.043 0.0 0.0 0.1
C 2.579 -1.814 0.297 -0.1 0.0 0.0
H -2.279 0.640 2.812 0.0 0.0 0.0
H -1.722 -0.816 3.641 0.0 0.0 0.0
H -2.680 -0.949 2.164 0.0 0.0 0.0
H 0.035 2.080 2.911 0.0 0.0 0.0
H 1.626 3.913 3.378 0.0 0.0 0.0
H 3.093 4.766 1.573 0.0 0.0 0.0
H 2.947 3.783 -0.700 0.0 0.0 0.0
H 1.324 1.969 -1.156 0.0 0.0 0.1
H -2.904 -0.311 -0.864 0.0 0.0 0.0
H -5.138 0.621 -1.206 0.0 0.0 0.0
H -5.708 2.865 -0.279 0.0 0.0 0.0
H -3.986 4.151 0.947 0.0 0.0 0.0
H -1.736 3.212 1.273 0.0 0.0 0.0
H 0.376 -0.450 4.411 0.0 0.0 0.0
H 0.737 -1.333 6.683 0.0 0.0 0.0
H 0.959 -3.768 7.049 0.0 0.0 0.0
H 0.810 -5.317 5.122 0.0 0.0 0.0
H 0.426 -4.419 2.844 0.0 0.0 0.0
H 1.927 0.208 2.927 0.0 0.0 0.1
H 4.185 1.035 2.354 0.0 0.0 0.0
H 5.382 0.079 0.412 0.0 0.0 0.0
H 4.341 -1.715 -0.920 0.0 0.0 0.0
H 2.118 -2.606 -0.280 0.0 0.0 0.0
N -1.201 -3.494 -3.808 0.0 0.0 0.1
C -0.510 -3.986 -2.699 0.1 -0.1 -0.1
N -0.291 -5.289 -2.560 -0.1 0.0 0.1
N 0.429 -5.380 -1.429 0.1 0.0 0.0
N 0.632 -4.200 -0.936 0.0 -0.1 -0.1
N 0.054 -3.277 -1.733 -0.1 0.3 0.0
C -2.114 -2.445 -3.733 0.1 0.0 0.0
N -3.199 -2.413 -4.497 -0.1 0.1 0.0
N -3.787 -1.245 -4.178 0.1 0.0 0.0
N -3.088 -0.628 -3.279 -0.1 -0.1 0.0
N -2.000 -1.370 -2.964 0.0 0.0 -0.1
H -1.558 -4.254 -4.365 0.0 0.0 0.0

=====

Record 3
76
Properties=species:S:1:pos:R:3:forces:R:3 method="wB97M-V/def2-TZVPD" total_charge=0 mol_weight_g_mol=770.32 e_above_lowest_kj_mol=178.73 orbital_gap_ev=3.53
C -3.850 -0.979 5.623 -0.5 -0.4 0.4
C -3.636 -0.397 4.283 -0.4 1.3 -1.0
C -3.895 0.908 3.886 0.7 -0.7 0.1
C -3.318 1.199 2.614 -0.1 -0.8 -0.6
C -2.791 0.092 1.955 0.0 1.3 2.3
B -0.264 0.369 1.701 -0.6 -0.3 0.1
C -1.684 0.214 0.912 1.0 -0.3 -0.7
C -1.955 1.405 0.062 -0.6 0.3 -0.2
C -2.678 1.306 -1.087 0.1 1.1 0.6
C -3.167 0.061 -1.489 0.4 -0.7 -0.5
C -4.183 -0.023 -2.589 -0.7 0.2 -1.5
F -3.950 -1.064 -3.462 -0.4 0.8 1.1
F -5.440 -0.193 -2.084 1.0 0.0 -0.4
F -4.207 1.102 -3.363 -0.2 -0.9 0.9
C -2.706 -1.120 -0.897 -0.4 -0.5 -0.2
C -1.829 -1.052 0.149 0.3 -0.4 0.1
O 0.318 1.590 1.862 -0.4 -0.3 0.0
C 1.488 1.407 2.686 0.5 -0.5 -0.1
C 2.710 1.419 1.769 0.2 0.0 -0.2
C 1.554 2.573 3.649 0.0 0.0 0.3
C 1.265 -0.043 3.318 0.0 0.2 0.2
C 2.491 -0.922 3.434 0.4 0.0 -0.1
C 0.596 -0.014 4.690 -0.2 0.0 0.2
O 0.340 -0.661 2.382 -0.4 0.6 -0.3
S -2.947 -1.313 2.989 0.3 0.6 0.0
H -4.292 -0.215 6.273 0.1 -0.2 -0.1
H -4.529 -1.841 5.578 0.2 0.1 0.2
H -2.899 -1.301 6.066 -0.2 0.0 -0.1
H -4.404 1.657 4.502 0.3 -0.4 -0.1
H -3.244 2.195 2.192 -0.1 -0.1 0.1
H -1.646 2.376 0.439 0.0 -0.2 -0.1
H -2.917 2.180 -1.695 0.1 -0.2 0.3
H -3.057 -2.081 -1.293 0.3 0.4 0.2
H -1.348 -1.934 0.578 -0.4 0.1 -0.1
H 3.625 1.425 2.379 -0.2 -0.1 -0.3
H 2.718 0.545 1.097 0.0 0.3 0.3
H 2.714 2.320 1.141 -0.1 -0.1 0.2
H 2.468 2.529 4.249 -0.1 0.0 0.0
H 1.559 3.513 3.091 0.0 -0.2 0.0
H 0.695 2.592 4.324 0.1 0.0 -0.1
H 3.182 -0.431 4.129 0.1 -0.2 -0.2
H 2.227 -1.900 3.855 -0.1 0.3 0.0
H 2.970 -1.134 2.475 0.0 0.3 0.3
H 1.252 0.452 5.440 -0.2 -0.1 -0.3
H -0.367 0.516 4.673 0.2 -0.1 0.0
H 0.421 -1.050 5.012 -0.1 0.3 -0.1
O -1.145 -4.126 -1.283 1.3 0.9 0.1
C -0.331 -3.305 -1.415 -1.8 -0.9 0.2
Co 0.986 -2.177 -1.690 -3.1 -0.6 -0.2
C 1.805 -2.299 -0.157 1.4 0.6 1.3
O 2.486 -2.525 0.751 -1.1 0.0 -1.2
C 2.145 -3.082 -2.621 2.4 -0.5 -2.5
O 2.910 -3.655 -3.269 -1.2 0.4 1.2
C 1.026 -0.232 -3.726 -1.4 -2.3 0.0
C 2.442 -0.165 -3.742 2.1 0.3 0.1
C 3.115 0.495 -2.673 -0.2 -0.4 -0.6
C 4.498 0.627 -2.698 -0.2 -0.1 -0.1
C 5.241 0.104 -3.758 -0.1 0.0 -0.1
C 4.586 -0.512 -4.832 0.2 0.0 0.3
C 3.206 -0.667 -4.829 -0.6 0.4 0.5
C -0.144 -0.840 -3.503 2.8 -0.5 0.2
C -0.904 -1.970 -3.273 1.0 -1.4 -0.1
Co -0.377 0.904 -3.969 -1.4 3.4 -0.3
C -0.080 2.397 -4.800 1.5 2.2 -1.9
O 0.110 3.412 -5.319 -0.5 -1.5 0.9
C 0.030 1.739 -2.527 -0.1 0.8 2.7
O 0.438 2.216 -1.555 -0.3 -0.4 -1.1
C -1.788 0.847 -5.035 -2.1 -0.5 -1.6
O -2.622 0.983 -5.824 1.1 -0.3 1.1
H 2.531 0.882 -1.830 0.3 -0.2 -0.4
H 4.983 1.158 -1.881 0.0 -0.2 -0.1
H 6.329 0.172 -3.737 -0.3 0.1 -0.1
H 5.161 -0.877 -5.683 -0.1 0.0 0.3
H 2.691 -1.161 -5.660 0.2 0.2 0.3
H -1.938 -1.814 -2.993 0.4 -0.2 0.2
H -0.781 -2.806 -3.968 0.2 0.1 0.3